# 1
Entry from the OMol25 dataset: C40H31AgN4O2P2 as an isolated structure (the ωB97M-V functional and the def2-TZVPD basis).

Cartesian coordinates (Å):
Ag (-0.56152, 0.59230, 0.13227)
O (-5.81502, 5.62770, -0.11113)
C (-6.06512, 4.43180, -0.03043)
O (-7.10142, 3.78830, 0.07377)
C (-4.74382, 3.51450, -0.04203)
C (-3.49582, 4.09130, -0.20663)
C (-2.35862, 3.30080, -0.05403)
N (-2.44152, 1.97410, 0.07357)
C (-3.64332, 1.40500, 0.15717)
C (-4.81922, 2.15470, 0.18747)
C (-3.67652, -0.04400, 0.34357)
C (-4.81212, -0.78580, 0.00197)
C (-4.87682, -2.11500, 0.36517)
C (-3.81342, -2.66180, 1.07387)
C (-2.69962, -1.87180, 1.30337)
N (-2.61292, -0.60400, 0.93427)
C (-1.00922, 3.86930, -0.10863)
C (-0.78792, 5.24010, 0.05967)
C (0.48988, 5.74260, -0.08593)
C (1.51878, 4.86430, -0.39653)
C (1.21558, 3.52000, -0.49923)
N (-0.00192, 3.02540, -0.35503)
H (-3.45492, 5.14540, -0.43453)
H (-5.78042, 1.71570, 0.40767)
H (-5.61402, -0.31490, -0.54143)
H (-5.74302, -2.71480, 0.11947)
H (-3.84372, -3.67780, 1.42987)
H (-1.83622, -2.26860, 1.82427)
H (-1.60602, 5.89290, 0.31137)
H (0.68348, 6.79940, 0.02567)
H (2.52898, 5.20810, -0.53593)
H (1.99108, 2.79520, -0.72813)
N (1.91918, -1.39890, -0.50093)
P (1.99938, 0.26650, -0.11403)
C (3.80098, 0.52220, -0.35733)
C (4.73228, -0.05720, 0.49867)
C (6.08358, 0.11700, 0.26817)
C (6.51228, 0.87290, -0.81103)
C (5.58918, 1.45690, -1.66253)
C (4.23568, 1.27710, -1.43933)
C (1.92638, 0.32520, 1.71867)
C (1.84568, 1.59010, 2.29957)
C (1.71028, 1.72770, 3.66687)
C (1.66198, 0.60320, 4.47427)
C (1.74908, -0.65730, 3.90837)
C (1.86808, -0.79890, 2.53697)
P (0.30778, -1.91330, -0.12043)
C (0.69458, -3.70440, -0.02903)
C (1.29058, -4.35580, -1.10313)
C (1.70798, -5.66620, -0.96613)
C (1.52858, -6.33100, 0.23787)
C (0.93268, -5.68610, 1.30857)
C (0.51618, -4.37300, 1.17557)
C (-0.46162, -1.79180, -1.77803)
C (-1.70542, -2.39770, -1.94263)
C (-2.38472, -2.29100, -3.13853)
C (-1.81352, -1.60030, -4.19553)
C (-0.57822, -0.99380, -4.04013)
C (0.08938, -1.06290, -2.82813)
H (2.65798, -1.97850, -0.10183)
H (4.39818, -0.63860, 1.34807)
H (6.80248, -0.33190, 0.93807)
H (7.56848, 1.00780, -0.98493)
H (5.92408, 2.05610, -2.49643)
H (3.51218, 1.72040, -2.11173)
H (1.90948, 2.46770, 1.67307)
H (1.63688, 2.71160, 4.10477)
H (1.55738, 0.71000, 5.54307)
H (1.72148, -1.53430, 4.53977)
H (1.92308, -1.79470, 2.11077)
H (1.42908, -3.82440, -2.03413)
H (2.17998, -6.16770, -1.79823)
H (1.85168, -7.35650, 0.33707)
H (0.80018, -6.20240, 2.24837)
H (0.05898, -3.85980, 2.01187)
H (-2.13062, -2.96570, -1.12543)
H (-3.35532, -2.75040, -3.24883)
H (-2.33452, -1.54210, -5.14083)
H (-0.13282, -0.46890, -4.87453)
H (1.04978, -0.57740, -2.69943)

Cartesian forces (eV/Å) of the 3 atoms listed first:
-0.3 0.4 0.0
0.2 1.0 -0.1
1.2 -0.9 0.0

For the HOMO-LUMO gap, the calculation gives 7.16 eV. Its energy relative to the best compared isomer or geometry (same formula, charge and spin) is 1.175 eV. The LUMO energy is -0.220 eV.

# 2
Entry from the OMol25 dataset: a 5-piece molecular cluster, C40H32FI3NO11P overall (the ωB97M-V functional and the def2-TZVPD basis).

Cartesian coordinates (Å):
C (-2.65579, 0.65585, 1.11387)
C (-1.22367, 0.21445, 1.48201)
I (-0.32634, -0.44813, -0.33841)
C (-1.31772, -0.81090, 2.64349)
I (-0.15628, -0.21217, 4.37706)
C (-1.16484, -2.29131, 2.33794)
C (0.06382, -2.95797, 2.15672)
C (1.41486, -2.26120, 2.15925)
C (2.38692, -2.64340, 1.01576)
C (3.58916, -3.50333, 1.48290)
O (1.71760, -3.20802, -0.10436)
C (0.06637, -4.33024, 1.99234)
F (1.24012, -4.97735, 1.91691)
C (-1.07841, -5.12333, 1.92680)
P (-0.89845, -6.93767, 1.71769)
N (-1.00346, -7.72830, 3.07002)
C (-2.28255, -4.44477, 2.03237)
C (-2.32970, -3.06734, 2.26374)
C (-3.71430, -2.51316, 2.41251)
O (-4.07878, -1.70488, 3.23106)
C (-4.73027, -3.10179, 1.47273)
C (-4.67146, -4.40443, 1.24117)
I (-6.10438, -5.30607, -0.00602)
C (-3.58206, -5.20973, 1.88380)
O (-3.73136, -6.33974, 2.24867)
H (-2.65543, 1.41518, 0.33660)
H (-3.17714, -0.23163, 0.73394)
H (-3.20740, 0.95973, 2.00615)
H (-0.71021, 1.11938, 1.79870)
H (-2.32459, -0.70287, 3.02174)
H (1.21707, -1.19799, 2.06276)
H (1.93820, -2.39082, 3.10790)
H (2.83304, -1.70180, 0.67024)
H (3.44394, -3.88748, 2.49030)
H (3.77035, -4.31892, 0.78139)
H (4.49207, -2.89008, 1.48505)
H (2.36610, -3.59901, -0.69574)
H (0.33055, -7.10797, 1.05293)
H (-1.87160, -7.27391, 0.75170)
H (-1.79935, -8.35515, 3.00244)
H (-5.47844, -2.45336, 1.03792)
O (1.49745, 1.15460, 6.58574)
C (0.94403, 1.31798, 7.65502)
C (0.12956, 0.24389, 8.27295)
C (-0.47758, 0.42615, 9.44238)
C (-0.36415, 1.71076, 10.17773)
O (-0.91511, 1.87665, 11.24344)
C (0.45191, 2.78473, 9.55696)
C (1.05883, 2.60150, 8.38767)
H (0.05918, -0.68533, 7.72126)
H (-1.07722, -0.34360, 9.91096)
H (0.52168, 3.71389, 10.10787)
H (1.65850, 3.37050, 7.91766)
O (-1.42276, 3.22087, -0.96704)
C (-0.39448, 3.78798, -1.27431)
C (-0.34173, 4.73095, -2.41607)
C (0.78983, 5.34342, -2.75231)
C (2.04566, 5.11141, -1.99712)
O (3.07692, 5.67105, -2.30300)
C (1.99383, 4.16619, -0.85329)
C (0.86212, 3.55284, -0.51924)
H (-1.26606, 4.88946, -2.95704)
H (0.84582, 6.03199, -3.58341)
H (2.92074, 4.00802, -0.31655)
H (0.80170, 2.85800, 0.30930)
O (1.94908, 0.86766, -5.20964)
C (1.50582, -0.25503, -5.32371)
C (0.95314, -0.98866, -4.15833)
C (0.46550, -2.22006, -4.28359)
C (0.45327, -2.91361, -5.59580)
O (0.00907, -4.03489, -5.71083)
C (1.00702, -2.18044, -6.76224)
C (1.49367, -0.94868, -6.63596)
H (0.97104, -0.46808, -3.20925)
H (0.05810, -2.77069, -3.44413)
H (0.99002, -2.70355, -7.70986)
H (1.90109, -0.39699, -7.47367)
O (2.07560, 5.71375, -9.90055)
C (1.51687, 5.87970, -8.83894)
C (0.67445, 4.81601, -8.23665)
C (0.05924, 5.00015, -7.07201)
C (0.19076, 6.27447, -6.32649)
O (-0.36903, 6.43873, -5.26052)
C (1.03202, 7.33794, -6.92505)
C (1.64756, 7.15503, -8.08995)
H (0.59313, 3.89326, -8.79648)
H (-0.55872, 4.23777, -6.61479)
H (1.11430, 8.25952, -6.36302)
H (2.26708, 7.91712, -8.54493)

Cartesian forces (eV/Å) of the 3 atoms listed first:
0.1 -0.9 -0.1
-1.0 0.6 0.3
0.2 0.0 0.0

For the HOMO-LUMO gap, the calculation gives 6.76 eV. The LUMO energy is -1.762 eV. The SMILES is C[C@H](I)[C@H](I)c1c(C[C@@H](C)O)c(F)c([PH2]=N)c2c1C(=O)C=C(I)C2=O.O=C1C=CC(=O)C=C1.O=C1C=CC(=O)C=C1.O=C1C=CC(=O)C=C1.O=C1C=CC(=O)C=C1.